A structure of composition C47H57AsCsF6N8O3SSi2Te in a non-equilibrium geometry, computed with ωB97M-V with the def2-TZVPD basis set.

```
127
Properties=species:S:1:pos:R:3
Cs -1.3756 -1.6767 -0.5417
Te 1.5864 -1.5031 -2.8886
As 0.3737 -2.2271 2.7742
S -6.3405 -3.7259 -2.6909
Si 0.1516 -0.2878 3.9780
Si 2.6377 -2.4943 2.9925
F 4.0406 2.4328 0.4605
F -7.4844 -7.7884 0.2086
F -6.5681 -6.6141 2.4965
F -7.3637 -6.5125 -2.1154
F -5.5093 -4.1052 2.3675
F -5.3263 -2.8123 0.0796
O -0.1167 0.3597 -1.1509
O -3.7586 1.6342 -2.3009
O -3.0757 0.0358 -0.8595
N -1.0160 -3.9241 -3.1332
N -1.9308 -1.9699 -5.0774
N -0.2195 0.2855 -4.6479
N 5.6083 5.3521 3.2588
N -1.1717 4.1432 -0.1150
N -3.1249 -4.5535 -2.7331
N -1.9522 1.6397 -4.2042
N 3.3123 4.7624 1.7383
C -0.6393 3.7608 -3.7753
C 1.8443 2.0342 -0.2969
C 0.1406 3.7356 0.0631
C -2.2670 -3.8402 -3.5076
C 3.6282 3.9757 2.9275
C 0.2504 1.5689 -4.3965
C 3.1552 -3.9327 1.8884
C 0.5249 2.4768 -0.3937
C -1.5564 5.4779 0.2591
C 1.0908 4.5240 0.7416
C 1.0873 -0.1560 5.6199
C 2.3759 4.0603 0.8941
C 0.6374 1.3285 3.0987
C -1.6687 -0.0305 4.3843
C 1.8362 -2.5222 -4.7325
C 4.3528 4.8376 3.9292
C -2.4900 -0.7594 -4.5064
C -2.7317 -3.1353 -4.7517
C -2.9181 5.7078 0.8325
C 2.7485 2.8354 0.3242
C -1.8050 2.0052 -1.0255
C -6.9563 -6.5528 0.1599
C 4.5170 5.2158 1.0710
C 5.2892 6.1259 2.0026
C -6.4977 -5.9633 1.3226
C 1.5539 2.0549 -4.3683
C 3.2469 -2.9779 4.7170
C -0.3369 -5.9744 -0.0992
C -6.8819 -5.8690 -1.0395
C 0.6645 4.2281 -3.7444
C -1.7100 5.8102 1.7178
C 3.7151 -1.0024 2.5074
C -1.6642 -6.3665 0.1477
C -1.0452 -4.7471 -2.0109
C -5.8924 -4.0291 0.0354
C -2.9946 1.1288 -1.4494
C -1.5139 0.3728 -4.4790
C -2.7010 -5.9615 -0.6724
C 3.0407 -2.7377 -1.9404
C -0.8219 2.4210 -4.0991
C -0.4691 1.5086 -0.9009
C -5.9641 -4.6908 1.2504
C -2.3620 -5.1465 -1.7487
C -2.0754 3.2875 -0.6906
C 1.7471 3.3856 -4.0390
C -0.0125 -5.1621 -1.1691
C -6.3596 -4.5766 -1.1653
H -2.2573 0.1053 3.4735
H -1.3836 6.7878 2.0460
H -2.6994 -3.8695 -5.5641
H 0.8182 5.4672 1.1910
H -2.8699 1.8256 -3.7639
H 1.0056 -4.8346 -1.3337
H 3.6466 -0.2244 3.2756
H -1.5484 5.0020 2.4180
H -2.0682 -0.9083 4.8958
H -3.3521 -0.4482 -5.1058
H -1.4795 4.4073 -3.5539
H 2.6635 -4.8430 2.2415
H -3.0684 3.6850 -0.8445
H -1.8208 0.8453 5.0241
H 0.8336 0.7717 6.1464
H 2.7094 3.5933 3.3685
H 1.7090 1.3289 2.8797
H 4.2587 5.7697 0.1691
H 2.6229 -3.7782 5.1183
H 0.3814 2.1869 3.7359
H 1.4018 -1.9024 -5.5122
H 3.0576 -2.5120 -0.8761
H 2.8999 -2.6657 -4.9128
H 2.7728 -3.7827 -2.0820
H 4.2828 -3.3322 4.6727
H 2.1003 1.0544 -0.6790
H 4.6893 6.9770 2.3209
H -3.7294 -6.2424 -0.4794
H 2.8442 -3.7840 0.8538
H 0.8421 -1.0010 6.2659
H 0.4419 -6.2898 0.5833
H 3.7760 5.7180 4.2081
H -4.1556 -4.4366 -2.7491
H 4.0194 -2.5403 -2.3722
H 3.3841 -0.5721 1.5599
H -3.5565 4.8490 0.9786
H 2.1681 -0.1745 5.4585
H 4.2366 -4.0970 1.9115
H -1.8799 -6.9840 1.0100
H -0.9658 -2.1035 -4.8012
H -3.4320 6.6111 0.5383
H 2.3866 1.3947 -4.5722
H 3.1997 -2.1441 5.4194
H -3.7812 -2.8528 -4.6439
H -2.8838 -0.8807 -3.4824
H 4.7663 -1.2955 2.4128
H 6.2357 6.4604 1.5824
H -1.1504 6.2516 -0.3839
H 4.6629 4.2861 4.8146
H 0.8509 5.2661 -3.4944
H 6.1602 5.9171 3.9024
H 1.3149 -3.4753 -4.6618
H 2.7534 3.7850 -4.0078
H 4.2454 3.0955 2.6890
H 5.1654 4.3788 0.7658
H 0.1044 1.4270 2.1524
H 6.1818 4.5427 3.0054
```

Calculated values
energy	-179304.88211	eV
Kohn-Sham gap	2.81	eV
energy above the lowest of the compared OMol25 structures with the same formula, charge and spin	95.50	kJ/mol
total charge	-1